Entry 1:
C3HNO3 in the gas phase, computed with wB97M-V/def2-TZVPD.

```
8
Properties=species:S:1:pos:R:3:lowdin_charge:R:1
C -0.2399 -0.3799 -0.7371 -0.3447
C 0.3438 0.9581 1.1098 -0.0415
C 0.0990 -0.4740 0.7860 -0.2588
H 0.6058 1.4750 2.0498 0.1431
N 0.1703 1.7024 0.1017 0.1183
O -0.4730 -1.2239 -1.5681 0.1755
O -0.1814 0.9557 -1.0438 0.0281
O 0.2776 -1.4839 1.3977 0.1800
```

## Properties
total energy = -10757.15596 eV
charge = 0
structure (SMILES) = O=C1C=NOC1=O
lowest unoccupied orbital energy = -1.9 eV
energy above the lowest of the compared OMol25 structures with the same formula, charge and spin = 37.18 kcal/mol
frontier orbital gap = 8.703 eV

***

Entry 2:
A molecular structure, C3HNO3S, computed with wB97M-V/def2-TZVPD.

```
9
Properties=species:S:1:pos:R:3:lowdin_charge:R:1
C 0.1529 -0.0003 -2.4172 0.2122
C 0.4579 0.4660 -1.3231 -0.0640
C 0.6952 1.2025 -0.1697 -0.2842
N -0.8208 0.3758 0.6669 -0.1906
O 1.3834 1.9231 0.4115 0.2284
O -1.7127 -1.5979 1.9505 -0.2937
O 0.6530 -0.8625 2.2829 -0.2893
S -0.5956 -0.7528 1.6509 0.6315
H -0.2134 -0.7540 -3.0528 0.0496
```

## Properties
total energy = -21589.02472 eV
charge = 0
lowest unoccupied orbital energy = -1.4 eV
energy above the lowest of the compared OMol25 structures with the same formula, charge and spin = 135.53 kcal/mol
frontier orbital gap = 8.889 eV

***

Entry 3:
C3HNS3 in the gas phase, computed with wB97M-V/def2-TZVPD.

```
8
Properties=species:S:1:pos:R:3:lowdin_charge:R:1
C 0.8633 0.3484 0.0069 -1.2293
C -0.5619 -0.2046 -0.0099 -0.8287
C -1.6005 0.7973 -0.0028 -0.3333
H 1.4670 -1.8964 0.0073 -0.1699
N -2.4924 1.5358 0.0033 0.1929
S 2.2025 -0.7623 -0.0009 0.7675
S 1.1107 1.9477 -0.0027 0.7477
S -0.9887 -1.7659 -0.0012 0.8530
```

## Properties
total energy = -37121.10372 eV
charge = 0
structure (SMILES) = N#CC(=S)C(=S)S
lowest unoccupied orbital energy = -2.7 eV
energy above the lowest of the compared OMol25 structures with the same formula, charge and spin = 0.00 kcal/mol
frontier orbital gap = 6.791 eV

***

Entry 4:
A molecular structure, C3HO2Tb, computed with wB97M-V/def2-TZVPD.

```
7
Properties=species:S:1:pos:R:3:mulliken_spin:R:1
C -1.7280 1.1137 -0.2501 -0.2376
H -2.3186 2.0087 -0.3430 0.0163
C -0.9632 0.1895 -0.0927 -0.3594
O -0.2472 -1.6766 -0.1736 -0.4229
C 0.2709 -0.6968 0.4133 -0.0594
Tb 3.5892 -0.7251 0.4179 6.9597
O 1.3970 -0.2134 0.0282 0.1033
```

## Properties
total energy = -29631.52180 eV
charge = +2
spin multiplicity = 7
lowest unoccupied orbital energy (spin up / spin down) = -11.5 / -9.9 eV
energy above the lowest of the compared OMol25 structures with the same formula, charge and spin = 6.47 kcal/mol
<S²> = 13.03
frontier orbital gap (spin up / spin down) = 7.599 / 8.934 eV

***

Entry 5:
A gas-phase ion, C3HO3 (charge -1), computed with wB97M-V/def2-TZVPD.

```
7
Properties=species:S:1:pos:R:3:lowdin_charge:R:1
C -0.2929 0.6100 -0.0341 -0.0312
C -0.4166 -1.2227 -0.0625 -0.6573
C 0.7658 1.2261 0.2140 -0.3469
O 1.8094 1.6118 0.6320 0.0510
O 0.2658 -1.6607 0.8503 -0.0247
O -1.0613 -1.6399 -1.0191 -0.0367
H -1.0702 1.0754 -0.5806 0.0458
```

## Properties
total energy = -9270.04344 eV
charge = -1
structure (SMILES) = O=C=CC(=O)[O-]
lowest unoccupied orbital energy = 4.1 eV
energy above the lowest of the compared OMol25 structures with the same formula, charge and spin = 9.23 kcal/mol
frontier orbital gap = 8.487 eV

***

Entry 6:
2 unconnected molecules or ions with the total composition C3HO3S, computed with wB97M-V/def2-TZVPD.

```
8
Properties=species:S:1:pos:R:3:lowdin_charge:R:1
C -0.0320 -1.0150 -0.1867 -0.4007
C 1.6612 1.9290 -1.1226 -0.2008
C -1.1123 -0.3762 0.5836 -0.8328
O 0.6824 2.5290 -0.8598 -0.0899
O -1.8426 0.5676 0.4724 0.0334
O -0.9731 -1.2409 1.4798 -0.0016
S 1.6048 -0.3622 -0.0355 0.4863
H 0.0115 -2.0313 -0.3311 0.0061
```

## Properties
total energy = -20104.42127 eV
charge = -1
lowest unoccupied orbital energy = 3.8 eV
energy above the lowest of the compared OMol25 structures with the same formula, charge and spin = 40.31 kcal/mol
frontier orbital gap = 7.827 eV

***

Entry 7:
A gas-phase ion, C3HOS4 (charge -1), computed with wB97M-V/def2-TZVPD.

```
9
Properties=species:S:1:pos:R:3:lowdin_charge:R:1
C -0.1250 -0.1600 -0.3863 -0.5488
C -0.6781 1.0356 -0.2166 -0.7085
C 0.7201 -0.9022 0.4974 -1.1785
O -0.3806 -0.8290 -1.5802 -0.0525
S -1.6170 2.2555 -0.5876 0.6259
S 1.1996 -2.4444 0.1275 0.5217
S 0.5416 1.5693 2.2712 -0.0440
S 1.3004 -0.2481 1.9934 0.2981
H -0.9609 -0.2767 -2.1188 0.0866
```

## Properties
total energy = -48515.81444 eV
charge = -1
lowest unoccupied orbital energy = 2.7 eV
energy above the lowest of the compared OMol25 structures with the same formula, charge and spin = 29.65 kcal/mol
frontier orbital gap = 6.085 eV

***

Entry 8:
A gas-phase ion, C3HS2 (charge -1), computed with wB97M-V/def2-TZVPD.

```
6
Properties=species:S:1:pos:R:3:lowdin_charge:R:1
C 0.2017 -0.5814 -0.1677 -0.4015
C 1.0830 0.1334 -0.7471 -0.8041
C -1.4573 -0.3207 0.3492 -0.6884
S 1.5127 1.6065 -1.2471 0.4470
S -1.5167 0.7700 1.5307 0.3905
H 0.1765 -1.6079 0.2820 0.0565
```

## Properties
total energy = -24794.56604 eV
charge = -1
lowest unoccupied orbital energy (spin up / spin down) = 3.6 / 3.6 eV
energy above the lowest of the compared OMol25 structures with the same formula, charge and spin = 48.96 kcal/mol
frontier orbital gap (spin up / spin down) = 6.364 / 6.361 eV

***

Entry 9:
A molecular structure, C3LiO6Tl, computed with wB97M-V/def2-TZVPD.

```
11
Properties=species:S:1:pos:R:3:mulliken_spin:R:1
O 0.4726 2.0307 -0.2693 -0.0902
C 0.7086 1.0356 -1.0250 -0.4877
O 1.1649 0.0700 -0.0840 -0.0465
C 2.2720 -0.8958 -0.2700 -0.0053
O 3.2965 -0.3843 -0.6920 0.0243
O 1.9805 -1.9421 0.3007 -0.0543
Tl 0.0401 0.8931 1.3175 0.6167
C -2.2208 0.0344 -0.4878 0.7298
O -3.2182 -0.5456 -0.8958 0.1648
O -1.9075 0.1725 0.7432 0.1329
Li -3.4063 -1.2454 1.0334 0.0155
```

## Properties
total energy = -20279.84840 eV
charge = +1
spin multiplicity = 2
lowest unoccupied orbital energy (spin up / spin down) = -8.6 / -8.5 eV
energy above the lowest of the compared OMol25 structures with the same formula, charge and spin = 141.79 kcal/mol
<S²> = 1.33
frontier orbital gap (spin up / spin down) = 4.693 / 4.737 eV

***

Entry 10:
2 unconnected molecules or ions with the total composition C3N2O2S, computed with wB97M-V/def2-TZVPD.

```
8
Properties=species:S:1:pos:R:3:lowdin_charge:R:1
C 1.8684 -1.2179 -0.0144 -0.4537
C 0.5194 0.8382 0.1918 -0.8760
C -1.8632 -0.0544 -0.0617 -0.7860
N 2.9315 -1.6180 -0.1454 -0.2142
N -0.6687 0.7121 0.2048 0.1012
O -2.4483 0.4766 -1.0353 -0.0918
O -2.0529 -1.0598 0.6402 -0.0616
S 1.7138 1.9233 0.2200 0.3820
```

## Properties
total energy = -21020.07660 eV
charge = -2
lowest unoccupied orbital energy = 5.7 eV
energy above the lowest of the compared OMol25 structures with the same formula, charge and spin = 43.16 kcal/mol
frontier orbital gap = 6.691 eV

***

Entry 11:
A gas-phase ion, C3N2O3 (charge -2), computed with wB97M-V/def2-TZVPD.

```
8
Properties=species:S:1:pos:R:3:lowdin_charge:R:1
C 1.3289 1.5343 0.0365 -0.3082
C 0.4980 0.4339 0.0976 -0.3537
C -1.3976 -1.0870 -0.3041 -0.8392
N 2.0741 2.4321 0.0185 0.0521
N -0.5872 0.1022 -0.4052 0.1466
O -1.1605 -1.9701 -1.1405 -0.0942
O 1.5792 -0.4215 1.1895 -0.5023
O -2.3348 -1.0239 0.5076 -0.1011
```

## Properties
total energy = -12230.28317 eV
charge = -2
structure (SMILES) = N#C/C([O-])=N/C(=O)[O-]
lowest unoccupied orbital energy (spin up / spin down) = 7.2 / 7.2 eV
energy above the lowest of the compared OMol25 structures with the same formula, charge and spin = 66.61 kcal/mol
frontier orbital gap (spin up / spin down) = 7.166 / 7.166 eV

***

Entry 12:
A gas-phase ion, C3N2O4 (charge -2), computed with wB97M-V/def2-TZVPD.

```
9
Properties=species:S:1:pos:R:3:lowdin_charge:R:1
C -0.3152 -1.6495 -0.1631 -0.3610
C -0.1770 -0.2975 0.1445 -0.0850
C -1.2036 0.7902 0.0099 -0.8326
N -0.5348 -2.8002 -0.4094 -0.0241
N 1.4107 0.4388 0.1865 -0.3417
O -1.0093 1.4679 -0.9848 -0.0775
O 1.6723 1.4417 0.8427 -0.0531
O -2.1347 0.7934 0.8425 -0.1155
O 2.2917 -0.1848 -0.4687 -0.1096
```

## Properties
total energy = -14276.28389 eV
charge = -2
structure (SMILES) = N#CC(C(=O)[O-])=[N+]([O-])[O-]
lowest unoccupied orbital energy = 7.0 eV
energy above the lowest of the compared OMol25 structures with the same formula, charge and spin = 71.83 kcal/mol
frontier orbital gap = 5.844 eV

***

Number 1: strongest force on any atom 2.12 eV Å⁻¹. Number 2: strongest force on any atom 3.70 eV Å⁻¹. Number 3: strongest force on any atom 1.09 eV Å⁻¹. Number 4: strongest force on any atom 8.83 eV Å⁻¹. Number 5: strongest force on any atom 3.83 eV Å⁻¹. Number 6: strongest force on any atom 5.28 eV Å⁻¹. Number 7: strongest force on any atom 1.25 eV Å⁻¹. Number 8: strongest force on any atom 3.30 eV Å⁻¹. Number 9: strongest force on any atom 7.96 eV Å⁻¹. Number 10: strongest force on any atom 3.02 eV Å⁻¹. Number 11: strongest force on any atom 7.21 eV Å⁻¹. Number 12: strongest force on any atom 3.69 eV Å⁻¹.